Record 1
Here is a molecular structure, C37H94Br9N7O7 from the Open Molecules 2025 dataset. Energies are from ωB97M-V/def2-TZVPD.

Results
Gap between HOMO and LUMO, eV: 7.943
Electronic energy, eV: -695033.6926
HOMO energy, eV: -8.42

```
! RIJCOSX wB97M-V def2-TZVPD def2/J DEFGRID3
* xyz 0 1
Br -3.220 -0.556 5.755
Br -0.947 -1.862 8.615
Br 4.237 4.229 -1.976
Br -3.783 2.592 6.109
Br 3.236 1.112 -2.127
Br -1.058 1.449 4.588
Br 2.321 3.197 -4.359
Br 0.962 -1.105 6.083
Br -0.841 -3.825 5.987
O -2.566 -3.734 -0.773
O 0.412 -0.413 1.876
O -3.292 5.872 2.581
O 1.441 3.937 1.112
O -3.736 -4.722 2.267
O 2.077 -7.438 2.832
O 5.704 -5.473 -2.560
N -0.840 2.160 1.039
N -0.707 4.995 -0.660
N -1.503 -2.946 1.824
N -4.775 3.809 0.986
N 2.703 -5.022 1.262
N 3.688 -2.968 -0.833
N 0.361 -3.404 -0.652
C -3.881 -4.241 -0.922
C 7.042 -5.961 -2.591
C 1.460 5.219 0.445
C -2.968 -4.144 3.304
C 1.924 -4.646 3.517
C 0.704 7.738 -8.908
C -4.293 -5.996 2.540
C 5.484 -4.430 -1.629
C -1.594 5.238 -5.249
C -0.210 1.544 -1.187
C -1.886 3.952 -4.508
C -0.629 5.058 -6.410
C 2.165 -8.756 2.378
C 2.303 3.890 2.234
C -0.527 -2.854 -1.672
C 4.364 -2.767 -3.190
C 0.522 6.314 -8.419
C 0.724 5.170 -0.909
C -5.906 3.229 3.048
C -2.509 -2.774 2.895
C 0.980 6.368 -1.820
C 3.076 -5.223 2.679
C 0.141 -2.539 7.170
C -2.374 1.220 5.982
C 4.217 -3.680 -1.996
C -5.146 4.320 2.316
C 0.826 0.342 0.745
C 3.773 2.689 -3.126
C 3.306 -6.705 2.871
C -0.299 6.367 -7.111
C -1.706 -3.790 -1.880
C -2.491 6.587 3.493
C 1.432 -0.957 2.628
C 0.223 -2.530 -2.942
C -0.452 1.013 0.211
C -3.662 -1.913 2.325
C -3.904 4.743 3.141
H -1.086 3.602 -3.855
H -3.607 -4.103 4.195
H -4.101 4.755 4.210
H 2.413 2.857 2.564
H 7.741 -5.265 -3.058
H 1.099 -1.922 -2.722
H -1.599 5.968 3.651
H 3.431 -2.251 -3.423
H 4.037 -4.752 2.891
H 1.287 8.323 -8.194
H 2.012 4.548 3.055
H -1.259 6.845 -7.333
H 6.949 -6.869 -3.185
H -2.293 3.168 -5.150
H -1.146 4.349 -7.063
H -0.411 -1.901 -3.572
H -1.183 5.940 -4.517
H -0.756 4.006 -0.433
H -0.232 8.265 -9.100
H 0.886 -4.901 3.301
H 1.204 -0.396 0.026
H 2.880 -8.832 1.555
H 2.077 -4.216 1.281
H -1.017 2.168 -1.577
H -2.086 -3.247 1.039
H 6.343 -3.749 -1.571
H -2.179 -2.155 3.729
H -4.391 4.591 0.462
H -0.103 0.728 -1.903
H -5.316 2.322 3.193
H 2.087 -0.210 3.097
H 1.121 4.286 -1.415
H -6.846 2.967 2.560
H -6.302 3.524 4.025
H 3.289 4.159 1.839
H -0.864 5.455 0.228
H 0.456 -3.419 -3.531
H 4.793 -3.265 -4.059
H 2.055 -5.012 4.541
H -4.302 -3.723 -1.787
H 0.815 6.086 -2.859
H -3.906 3.292 1.097
H -3.307 -0.972 1.895
H -4.421 -1.559 3.025
H -3.931 -5.332 -0.942
H -5.282 -6.005 2.085
H -4.383 -6.195 3.611
H -1.260 0.280 0.197
H 1.954 -5.682 1.050
H -1.014 -1.924 -1.364
H 1.253 7.765 -9.852
H -0.147 5.751 -9.074
H 2.735 -2.681 -1.025
H 1.942 -3.556 3.487
H 7.396 -6.228 -1.592
H 0.961 -3.118 7.575
H 0.989 5.975 1.080
H -2.535 5.672 -5.595
H -3.119 3.977 3.060
H 5.492 -4.838 -0.611
H -1.426 -4.836 -2.063
H -2.718 4.167 -3.831
H 5.039 -1.923 -3.011
H 3.951 -7.143 2.104
H -1.876 1.175 6.943
H 0.599 -4.357 -0.913
H -2.241 -3.516 -2.800
H 3.434 -4.422 -2.197
H -5.888 5.104 2.153
H 0.214 7.098 -6.479
H -3.010 6.645 4.454
H 1.508 5.862 -8.312
H 2.531 5.359 0.269
H -0.025 2.778 1.122
H 2.092 -1.550 1.980
H -2.132 -4.826 3.494
H -1.212 1.875 1.947
H 3.578 -3.648 -0.083
H -3.688 -6.804 2.123
H 0.663 2.195 -1.118
H -1.104 -2.057 1.547
H -2.266 7.578 3.103
H 2.037 6.638 -1.737
H 0.412 7.267 -1.583
H 2.325 -9.518 3.147
H -4.111 -2.454 1.493
H 0.304 4.580 -6.102
H -0.216 -3.519 0.179
H 1.062 -1.600 3.424
H 1.645 1.017 1.007
H 4.654 2.388 -3.678
H 3.757 -6.904 3.848
H 1.189 -9.030 1.969
H -4.498 -3.951 -0.073
*
```



Record 2
Here is a molecular structure, C37H96CdF6N2O18S2 from the Open Molecules 2025 dataset. Energies are from ωB97M-V/def2-TZVPD.

Results
Gap between HOMO and LUMO, eV: 6.380
Electronic energy, eV: -122290.2828
HOMO energy, eV: -6.25
Energy above the lowest of the compared OMol25 structures with the same formula, charge and spin, kJ/mol: 367.22

```
! RIJCOSX wB97M-V def2-TZVPD def2/J DEFGRID3
* xyz 0 1
Cd 1.856 19.512 -0.174
S -1.175 20.470 0.040
S 0.237 21.960 -1.640
F -2.875 21.835 1.680
F 2.795 22.414 -1.330
F 1.713 24.233 -2.119
F 1.522 23.612 -0.016
F -1.021 21.258 2.621
F -1.037 22.906 1.203
O 1.667 17.913 1.218
O 0.017 24.553 -5.972
O 2.025 26.760 1.431
O -6.013 23.771 -0.545
O 4.968 22.160 0.771
O 3.774 19.451 -1.092
O -2.336 20.612 -0.902
O -4.511 25.511 1.257
O -0.939 22.817 -1.501
O 2.660 20.641 1.483
O -1.907 26.466 -4.848
O 1.657 17.624 4.069
O -1.007 19.197 0.747
O 0.416 21.387 -3.001
O 3.293 27.608 -1.099
O -2.182 19.463 -6.440
O -4.278 16.517 0.462
O 1.165 18.032 -1.648
N 0.484 20.854 -0.587
N 4.852 19.078 -1.926
C -4.011 17.832 0.633
C 7.063 19.631 -0.644
C -1.664 25.690 -2.775
C -0.668 18.101 4.316
C 0.090 18.008 -2.538
C 0.303 26.089 2.934
C 1.725 23.160 -1.247
C 2.152 27.585 -1.981
C 5.754 18.896 -4.283
C -4.236 25.384 3.812
C 4.956 19.777 -3.270
C 1.475 28.937 -2.060
C 6.846 17.721 -2.271
C -3.858 24.947 2.430
C 3.561 20.030 -3.921
C 7.016 18.378 -3.641
C -2.765 20.074 -4.286
C -2.451 26.709 -3.598
C 5.681 23.325 0.470
C -3.099 19.118 -5.468
C 0.859 27.155 1.957
C 2.433 16.745 1.095
C 2.487 22.194 3.291
C -1.064 17.182 -2.050
C -1.555 21.739 1.522
C 0.152 22.096 -6.000
C 6.083 18.577 -1.219
C 5.348 24.535 1.252
C 5.616 21.156 -3.281
C 2.338 20.776 2.887
C -4.778 23.267 -0.994
C -5.377 18.530 0.636
C 0.483 17.142 4.651
C -4.803 22.416 -2.291
C 1.544 15.539 1.159
C 5.840 17.709 0.018
C -0.047 23.409 -5.165
H 2.468 17.205 4.364
H 6.277 16.796 -2.361
H 0.155 27.228 1.129
H 0.856 29.267 -1.225
H -5.238 19.611 0.667
H 5.098 21.827 -2.595
H -3.813 22.444 -2.745
H -0.518 25.262 -5.607
H 1.539 26.778 -1.580
H -6.156 18.299 1.363
H 2.363 27.342 0.747
H -1.676 20.078 -4.233
H 1.199 15.589 2.192
H -0.871 18.772 5.150
H 5.379 23.533 -0.557
H 5.351 24.278 2.312
H -4.358 16.348 -0.479
H -3.318 19.706 -3.421
H -2.444 20.253 -6.919
H 2.882 16.735 0.101
H 2.389 22.316 4.370
H -5.834 24.531 0.013
H 3.048 20.067 3.314
H 2.974 20.771 -3.379
H -2.240 27.728 -3.274
H 4.470 25.165 1.106
H -0.612 25.973 -2.735
H -3.838 24.677 4.540
H 4.062 27.358 -1.617
H 2.157 29.745 -2.326
H 5.143 18.007 -4.440
H -2.812 25.199 2.250
H -3.352 18.029 -0.212
H 2.919 19.175 -4.132
H 7.740 19.189 -3.717
H 1.034 25.944 3.729
H 0.435 17.629 -3.500
H -2.078 25.603 -1.770
H 5.358 16.779 -0.285
H 6.522 20.382 -0.068
H 7.691 17.170 -1.856
H 0.857 28.885 -2.957
H 1.244 17.867 2.078
H -4.106 26.437 4.062
H 1.393 20.274 3.093
H 0.312 16.148 4.238
H 1.050 21.940 -6.597
H 1.021 28.055 2.551
H -1.603 17.580 4.111
H -4.097 19.432 -5.774
H -4.072 24.083 -1.147
H -3.008 18.092 -5.115
H 0.674 23.513 -4.355
H -0.763 21.953 -6.574
H 7.480 20.253 -1.436
H -0.612 26.274 3.497
H 2.395 27.206 -2.974
H 3.439 22.624 2.982
H -3.502 26.461 -3.449
H -5.411 22.753 -3.130
H 0.121 25.153 2.405
H 7.977 19.252 -0.187
H 0.772 15.688 0.405
H -2.905 21.140 -4.467
H -5.231 21.429 -2.111
H -5.267 25.072 3.983
H -4.270 22.700 -0.214
H 0.621 17.046 5.728
H 0.192 21.228 -5.342
H 5.762 21.558 -4.283
H 1.909 17.613 -2.087
H -0.753 16.143 -1.944
H 3.418 21.207 1.316
H -4.019 23.886 2.243
H 6.757 23.160 0.419
H 1.992 14.549 1.067
H 3.299 16.707 1.755
H 6.071 19.339 -5.227
H 5.356 18.191 0.868
H -1.654 24.693 -3.214
H -3.502 18.063 1.569
H -0.094 19.043 -2.828
H 1.762 22.821 2.771
H -5.857 18.285 -0.312
H -4.274 26.440 1.206
H -1.838 27.293 -5.330
H 5.221 21.563 0.063
H -0.982 23.391 -4.605
H 7.430 17.635 -4.324
H 3.703 20.567 -4.859
H 6.285 25.091 1.212
H 6.770 17.415 0.505
H -1.850 17.131 -2.803
H 6.645 21.122 -2.922
H -1.383 17.593 -1.092
H -0.495 18.670 3.402
*
```



Taking the records one at a time from the top gives max |F| values of 2.04; 6.80 eV/Å.